[1]
Molecular formula: C17H20IrN4O6P2S
Method: DFT, ωB97M-V/def2-TZVPD

Atoms and positions in Å:
Ir -0.561 -0.828 -0.053
N -3.926 1.383 -2.232
C -2.851 0.353 -2.542
C -3.033 -0.246 -3.926
P -2.941 -0.889 -1.201
O -4.382 -1.513 -1.439
O -1.820 -1.940 -1.289
O -2.797 -0.152 0.093
P -1.251 1.323 -2.262
O -0.772 1.751 -3.717
O -0.240 0.310 -1.761
O -1.739 2.488 -1.491
H -4.761 0.998 -1.791
H -4.203 1.874 -3.082
H -3.416 2.076 -1.611
H -3.996 -0.750 -4.024
H -2.248 -0.982 -4.102
H -2.944 0.522 -4.696
H -4.459 -2.472 -1.345
H -0.039 1.212 -4.044
C -1.901 -3.389 3.122
C -0.705 -3.912 3.589
C 0.485 -3.500 3.017
C 0.462 -2.582 1.980
N -0.716 -2.098 1.522
C -1.866 -2.480 2.085
C 1.632 -2.005 1.303
C 2.930 -2.104 1.771
C 3.944 -1.413 1.115
C 3.661 -0.616 0.017
C 2.364 -0.528 -0.473
C 1.337 -1.220 0.165
H -2.850 -3.674 3.552
H -0.699 -4.631 4.397
H 1.431 -3.886 3.369
H -2.759 -2.015 1.693
H 3.164 -2.680 2.657
H 4.959 -1.484 1.483
H 4.446 -0.043 -0.459
H 2.144 0.108 -1.319
S 1.424 3.133 -0.462
C 2.936 3.490 -1.028
N 3.304 4.820 -1.163
C 4.510 5.233 -1.598
C 5.441 4.309 -1.942
C 5.043 2.959 -1.807
N 3.877 2.558 -1.381
H 2.593 5.486 -0.897
H 4.664 6.302 -1.649
H 6.420 4.588 -2.296
H 5.746 2.175 -2.076

Results
energy relative to the best compared isomer or geometry (same formula, charge and spin): 289.02 kJ/mol
M: 662.60 g/mol
total charge: +1
highest occupied orbital energy: -10.098 eV

Charges obtained by natural (NBO) population analysis, quoted in units of e: 1.161 -0.712 -0.630 -0.645 2.347 -1.001 -0.965 -1.092 2.417 -0.989 -1.096 -1.101 0.435 0.432 0.502 0.229 0.258 0.238 0.539 0.523 -0.251 -0.125 -0.219 0.195 -0.419 0.075 -0.019 -0.204 -0.172 -0.193 -0.163 -0.227 0.240 0.236 0.235 0.228 0.216 0.224 0.230 0.252 -0.194 0.213 -0.529 0.111 -0.364 0.140 -0.481 0.439 0.229 0.245 0.200

=====

[2]
Molecular formula: C4H5NO
Method: DFT, ωB97M-V/def2-TZVPD

Atoms and positions in Å:
O -0.258 -1.985 -1.471
C -0.077 -1.095 -0.693
C 0.934 -0.595 0.640
N -0.079 0.418 0.884
C -0.203 1.274 -0.276
C -0.995 0.012 -0.178
H 0.863 -1.380 1.408
H 1.938 -0.130 0.762
H 0.556 1.287 -1.061
H -0.614 2.247 -0.021
H -2.065 -0.055 0.005

Results
SMILES: O=C1CN2C[C@@H]12
energy relative to the best compared isomer or geometry (same formula, charge and spin): 273.65 kJ/mol
M: 83.09 g/mol
highest occupied orbital energy: -9.492 eV

Charges obtained by natural (NBO) population analysis, quoted in units of e: -0.497 0.599 -0.342 -0.375 -0.257 -0.223 0.216 0.215 0.201 0.229 0.234

=====

[3]
Molecular formula: C27H43N3O5PSi2Ta
Method: DFT, ωB97M-V/def2-TZVPD

Atoms and positions in Å:
Ta 0.588 -0.291 0.159
C -0.364 -4.547 0.222
C -0.547 -3.162 0.733
O 0.190 -2.232 0.154
C -1.408 -2.830 1.727
C -1.519 -1.529 2.268
C -2.459 -1.342 3.414
N -0.805 -0.507 1.808
N -0.997 0.650 2.583
C -0.519 1.670 1.975
O 0.020 1.505 0.756
C -0.449 3.010 2.559
C -0.798 3.206 3.896
C -0.728 4.475 4.440
C -0.316 5.548 3.658
C 0.029 5.355 2.328
C -0.035 4.086 1.775
H -0.639 -4.591 -0.832
H -0.980 -5.250 0.776
H 0.682 -4.845 0.301
H -2.016 -3.607 2.164
H -3.120 -2.200 3.496
H -3.033 -0.425 3.312
H -1.884 -1.250 4.338
H -1.122 2.366 4.494
H -0.998 4.633 5.475
H -0.268 6.539 4.089
H 0.340 6.194 1.721
H 0.222 3.928 0.736
C 0.443 -1.853 -4.693
Si 1.298 -1.557 -3.059
C 2.922 -0.701 -3.469
C 1.698 -3.202 -2.269
C 0.225 -0.336 -1.948
C 0.919 0.988 -2.093
C 0.818 1.969 -3.071
C 1.653 3.068 -2.983
C 2.545 3.198 -1.919
C 2.565 2.217 -0.954
N 1.779 1.138 -1.063
Si -1.668 -0.399 -2.320
C -2.109 0.376 -3.963
C -2.227 -2.182 -2.199
C -2.569 0.602 -1.009
H 1.026 -2.605 -5.232
H 0.439 -0.954 -5.309
H -0.577 -2.228 -4.623
H 3.617 -1.447 -3.863
H 3.409 -0.198 -2.633
H 2.781 0.043 -4.254
H 2.408 -3.700 -2.935
H 0.823 -3.844 -2.190
H 2.152 -3.139 -1.279
H 0.125 1.855 -3.892
H 1.616 3.833 -3.747
H 3.204 4.049 -1.838
H 3.199 2.272 -0.079
H -1.513 0.047 -4.810
H -2.075 1.465 -3.908
H -3.148 0.110 -4.176
H -1.575 -2.891 -2.711
H -3.220 -2.279 -2.644
H -2.321 -2.490 -1.156
H -2.196 1.628 -0.949
H -2.543 0.170 -0.007
H -3.625 0.661 -1.290
C 4.898 -1.245 -0.321
O 4.158 -1.584 0.883
P 2.776 -1.015 1.339
O 2.455 -1.809 2.633
C 2.907 -3.032 3.266
O 2.840 0.508 1.779
C 3.315 1.023 3.066
H 5.840 -1.776 -0.242
H 5.072 -0.171 -0.355
H 4.342 -1.584 -1.191
H 2.716 -3.872 2.603
H 2.328 -3.121 4.178
H 3.968 -2.950 3.486
H 3.116 2.089 3.051
H 4.381 0.831 3.158
H 2.759 0.541 3.865

Results
energy relative to the best compared isomer or geometry (same formula, charge and spin): 0.00 kJ/mol
M: 757.75 g/mol
total charge: +2
highest occupied orbital energy: -13.646 eV

Charges obtained by Mulliken population analysis, quoted in units of e: 0.971 -1.484 0.489 0.200 -1.392 1.148 -1.559 1.116 -1.246 0.580 -0.315 0.346 -0.538 -0.739 -0.464 -0.915 -0.134 0.226 0.468 0.327 0.497 0.487 0.380 0.284 0.463 0.438 0.423 0.437 0.451 -1.233 0.192 -1.061 -0.584 2.003 -1.152 -0.794 -0.815 -1.200 -0.487 0.928 0.229 -1.266 -0.744 -1.041 0.424 0.361 0.367 0.465 0.160 0.360 0.584 0.176 0.027 0.519 0.532 0.543 0.489 0.396 0.394 0.436 0.251 0.575 0.093 0.239 0.239 0.578 -0.410 -0.384 0.180 -0.124 -0.761 -0.268 -0.888 0.334 0.260 0.071 0.293 0.271 0.336 0.314 0.318 0.329

=====

[4]
Molecular formula: C10H30BN2O3Ti
Method: DFT, ωB97M-V/def2-TZVPD

Atoms and positions in Å:
Ti 0.938 0.426 0.206
B 2.854 0.184 0.292
H 2.246 -0.707 0.297
H 3.024 0.413 -0.749
H 2.306 1.004 0.730
H 3.786 0.032 0.813
C 0.082 2.723 2.341
O -0.213 1.629 1.562
C -0.978 0.524 2.171
C -0.903 -0.661 1.063
N 0.492 -1.039 1.023
C 0.817 -2.176 0.075
C -0.067 -3.379 0.170
O -1.224 -3.172 -0.683
C -2.086 -4.254 -0.772
H -0.794 3.178 2.804
H 0.628 3.462 1.753
H 0.802 2.406 3.095
H -1.999 0.893 2.273
H -0.736 0.271 3.203
H -1.385 -0.248 0.176
H -1.625 -1.449 1.276
H 0.900 -1.172 1.937
H 1.834 -2.431 0.372
H 0.966 -1.667 -0.877
H -0.472 -3.678 1.136
H 0.600 -4.155 -0.205
H -2.891 -3.841 -1.380
H -2.531 -4.436 0.207
H -1.773 -5.171 -1.270
C 0.010 3.600 -1.582
C -0.043 2.260 -0.812
C -0.057 1.124 -1.829
O -0.146 -0.163 -1.223
C -1.241 -1.034 -1.687
N 1.146 2.278 -0.047
H 0.210 4.470 -0.956
H -0.737 3.888 -2.322
H 0.919 3.563 -2.182
H -0.893 2.201 -0.133
H 0.762 1.247 -2.537
H -1.055 1.299 -2.231
H -2.173 -0.513 -1.465
H -1.236 -1.832 -0.944
H -1.203 -1.375 -2.721
H 1.883 2.285 -0.737
H 1.258 3.192 0.369

Results
energy relative to the best compared isomer or geometry (same formula, charge and spin): 1232.65 kJ/mol
multiplicity: 4
M: 285.04 g/mol
highest occupied orbital energy (alpha / beta): -2.157 / -10.304 eV

Charges obtained by natural (NBO) population analysis, quoted in units of e: 0.331 -0.579 0.030 0.024 0.024 0.031 -0.247 -0.569 -0.232 -0.494 -0.569 -0.275 -0.092 -0.556 -0.273 0.203 0.168 0.182 0.200 0.192 0.243 0.228 0.416 0.242 0.266 0.200 0.198 0.201 0.177 0.183 -0.634 -0.167 -0.112 -0.553 -0.429 -0.729 0.216 0.235 0.193 0.245 0.208 0.230 0.164 0.283 0.203 0.393 0.401

=====

[5]
Molecular formula: C6H16F6FeN3O2Sb
Method: DFT, ωB97M-V/def2-TZVPD

Atoms and positions in Å:
Fe -0.501 0.475 0.475
N -1.309 2.304 0.628
C -1.626 2.600 2.053
C -0.616 1.877 2.925
N -0.444 0.472 2.465
C -1.444 -0.506 2.972
C -2.648 -0.571 2.049
N -2.159 -0.639 0.646
H -0.591 2.952 0.304
H -2.119 2.497 0.046
H -2.640 2.263 2.253
H -1.599 3.671 2.253
H -0.909 1.915 3.975
H 0.358 2.360 2.834
H 0.468 0.165 2.791
H -1.748 -0.267 3.993
H -0.952 -1.480 2.995
H -3.275 0.312 2.143
H -3.268 -1.432 2.300
H -2.917 -0.418 0.005
H -1.898 -1.600 0.428
F -0.137 0.406 -1.619
Sb 1.713 -0.067 -1.247
F 1.723 -1.434 -2.549
F 0.755 -1.168 0.048
F 3.346 -0.590 -0.562
F 1.398 1.253 0.151
F 2.348 1.185 -2.450
C 3.870 -2.062 -4.525
O 2.621 -2.690 -5.210
C 1.508 -2.847 -4.794
O 0.437 -3.055 -4.504
H 3.671 -0.998 -4.517
H 4.654 -2.361 -5.208
H 3.931 -2.521 -3.546

Results
M: 453.81 g/mol
total charge: +2
highest occupied orbital energy: -16.145 eV

Charges obtained by natural (NBO) population analysis, quoted in units of e: 1.051 -0.792 -0.241 -0.246 -0.588 -0.247 -0.240 -0.791 0.406 0.408 0.208 0.238 0.231 0.228 0.413 0.232 0.226 0.208 0.236 0.408 0.401 -0.651 3.161 -0.693 -0.654 -0.627 -0.649 -0.631 -0.180 -0.414 1.148 -0.295 0.242 0.256 0.239

=====

[6]
Molecular formula: C3H4OS
Method: DFT, ωB97M-V/def2-TZVPD

Atoms and positions in Å:
C 0.575 -0.272 -0.023
C -2.705 0.794 1.150
C 1.613 -0.952 -0.487
O -2.649 0.509 0.073
S 0.523 1.502 0.103
H -0.499 -0.631 0.109
H 1.451 -2.022 -0.349
H 2.549 -0.598 -0.932
H -0.859 1.671 0.356

Results
energy relative to the best compared isomer or geometry (same formula, charge and spin): 135.50 kJ/mol
M: 88.13 g/mol
highest occupied orbital energy: -8.670 eV

Charges obtained by natural (NBO) population analysis, quoted in units of e: -0.337 0.515 -0.445 -0.495 -0.011 0.222 0.210 0.220 0.121

=====

[7]
Molecular formula: C5H11FO2S
Method: DFT, ωB97M-V/def2-TZVPD

Atoms and positions in Å:
C -0.072 0.640 -1.938
C 1.392 -1.232 -0.883
C -1.063 -1.132 -0.311
C -0.933 1.109 2.233
C 0.150 -0.489 -0.873
O 1.165 2.021 0.797
O 1.303 -0.128 1.969
F -2.112 1.005 1.692
S 0.559 0.726 1.077
H -0.913 1.239 -1.662
H 0.795 1.395 -2.076
H -0.320 0.060 -2.901
H 1.716 -1.667 0.116
H 2.178 -0.408 -0.890
H 1.474 -1.873 -1.692
H -0.856 -1.624 0.718
H -1.740 -0.317 -0.199
H -1.297 -1.992 -0.972
H -0.656 2.156 2.627
H -0.769 0.509 3.170

Results
energy relative to the best compared isomer or geometry (same formula, charge and spin): 130.82 kJ/mol
M: 154.21 g/mol
highest occupied orbital energy: -8.952 eV

Charges obtained by natural (NBO) population analysis, quoted in units of e: -0.675 -0.738 -0.703 -0.152 0.173 -0.957 -0.977 -0.329 1.827 0.226 0.257 0.225 0.271 0.240 0.236 0.240 0.235 0.226 0.189 0.189

=====

[8]
Molecular formula: C3H4N2OS
Method: DFT, ωB97M-V/def2-TZVPD

Atoms and positions in Å:
N -2.647 -0.766 0.083
C -1.484 -0.040 -0.025
N -1.287 1.221 -0.033
C 0.102 1.374 0.037
C 0.656 0.146 0.011
S 2.360 -0.340 -0.088
O -0.357 -0.815 0.024
H -2.602 -1.670 -0.374
H -3.499 -0.286 -0.105
H 0.607 2.325 0.007
H 2.486 -0.485 1.208

Results
SMILES: Nc1ncc(S)o1
energy relative to the best compared isomer or geometry (same formula, charge and spin): 58.19 kJ/mol
M: 116.14 g/mol
highest occupied orbital energy: -8.665 eV

Charges obtained by natural (NBO) population analysis, quoted in units of e: -0.809 0.648 -0.522 -0.083 0.034 0.031 -0.443 0.394 0.399 0.226 0.126